i) 21 unconnected molecules or ions with the total composition H41O21, computed with wB97M-V/def2-TZVPD.

Results
Gap between HOMO and LUMO ... 9.5 eV
LUMO level ... 2.1 eV
Net charge ... -1

```
62
Properties=species:S:1:pos:R:3:mulliken_charge:R:1
O 0.255 -0.682 -2.963 -0.554
H 0.462 -0.895 -3.907 0.319
H 0.888 -1.247 -2.477 0.286
O -2.116 -1.381 1.935 -0.502
H 1.380 -0.887 1.626 0.335
H -3.032 -1.092 2.050 0.235
O -2.463 -3.911 1.708 -0.646
H -2.512 -3.280 2.401 0.302
H -2.296 -3.556 0.838 0.346
O -0.749 0.233 3.601 -0.699
H 0.155 0.308 3.863 0.219
H 0.933 -4.595 2.692 0.307
O -2.665 -0.406 -3.058 -0.671
H -2.002 0.340 -2.984 0.331
H -3.258 0.104 -2.479 0.351
O 3.651 2.523 -1.181 -0.650
H 3.311 1.905 -1.879 0.437
H 3.664 2.086 -0.340 0.264
O -3.460 0.899 0.286 -0.698
H -2.631 0.964 0.807 0.395
H -1.564 -0.769 2.477 0.304
O -1.153 1.705 1.307 -0.988
H -1.039 0.911 2.870 0.416
H -1.429 2.377 1.943 0.144
O -0.471 -1.394 -0.264 0.075
H -1.011 -0.786 0.250 -0.038
H -1.006 -1.937 -0.815 -0.099
O 0.258 -4.161 3.245 -0.641
H -3.025 0.845 -0.592 0.154
H 0.176 -3.331 2.782 0.346
O 2.605 -0.997 -1.100 -0.700
H -1.333 2.096 -1.687 0.271
H 2.202 -1.231 -0.168 0.385
O 4.043 -2.409 1.607 -0.663
H 3.113 -2.158 1.659 0.388
H 4.272 -2.221 0.707 0.322
O 2.103 -0.241 -4.819 -0.682
H 2.292 0.339 -4.033 0.349
H 1.475 0.346 -5.330 0.338
O -3.933 2.166 -2.578 -0.616
H -3.510 3.010 -2.782 0.298
H -4.080 2.169 -1.638 0.352
O 1.745 4.124 0.880 -0.616
H 2.424 3.429 0.918 0.257
H 1.057 4.013 0.236 0.329
O -1.632 3.068 -1.603 -0.588
H -1.283 3.311 -0.742 0.292
O 2.645 1.996 4.039 -0.627
H 1.937 2.255 3.457 0.321
H 2.793 1.052 3.962 0.313
O 1.283 1.133 1.251 -0.127
H 0.244 1.236 1.184 0.357
H 1.633 1.710 1.903 -0.269
O -2.827 -2.902 -1.019 -0.608
H -2.224 -2.620 -1.732 0.243
H -3.710 -2.563 -1.158 0.276
O 1.793 1.350 -2.346 -0.822
H 1.235 0.632 -2.799 0.677
H 1.491 0.945 -1.514 0.086
O 1.373 -1.799 1.368 -0.559
H 0.561 -1.989 0.850 0.345
H 2.962 -0.141 -0.717 0.297
```

---

ii) 21 unconnected molecules or ions with the total composition H41O21, computed with wB97M-V/def2-TZVPD.

Results
Gap between HOMO and LUMO ... 8.6 eV
LUMO level ... 1.8 eV
Net charge ... -1

```
62
Properties=species:S:1:pos:R:3:mulliken_charge:R:1
O -1.891 0.167 -3.620 -0.513
H -1.985 0.964 -4.133 0.266
H -2.641 -0.234 -3.280 0.253
O -2.545 0.936 0.207 -0.778
H 0.082 1.616 2.524 0.445
H -2.191 1.695 -0.310 0.337
O -0.675 -1.781 1.890 -0.551
H -0.543 -0.781 1.790 0.272
H -1.319 -1.710 1.191 0.271
O 0.154 -1.517 5.017 -0.712
H -0.168 -0.605 4.668 0.473
H -0.420 -2.845 4.110 0.455
O -3.027 -1.466 1.573 -0.569
H -3.386 -1.214 2.355 0.228
H -2.541 -0.850 1.106 0.049
O 0.167 2.471 -2.672 -0.743
H -0.668 2.909 -2.935 0.346
H 0.055 1.978 -1.921 0.292
O 0.183 0.810 0.137 -0.244
H -1.317 0.754 4.710 0.303
H -1.753 0.490 0.441 0.621
O -0.464 0.889 4.276 -0.794
H 1.059 -1.331 5.246 0.303
H -0.001 1.217 5.134 0.330
O -4.635 -1.910 -1.982 -0.687
H -4.221 -1.706 -1.124 0.333
H -4.002 -2.662 -2.214 0.332
O -0.827 -3.623 3.685 -0.708
H -0.481 1.453 0.388 -0.123
H -1.431 -3.162 3.059 0.319
O 1.999 -1.024 0.226 -0.497
H -0.052 -0.650 -0.426 -0.010
H 1.773 -0.846 -0.598 0.275
O 4.878 -0.634 0.336 -0.668
H 3.966 -0.310 0.530 0.421
H 4.534 -1.433 -0.097 0.294
O 2.444 -2.980 -2.076 -0.658
H 3.039 -2.678 -1.429 0.271
H 1.536 -3.267 -1.701 0.326
O -1.285 5.039 -1.403 -0.680
H -0.263 5.112 -1.482 0.381
H -1.154 4.589 -0.605 0.326
O 1.724 4.129 -1.316 -0.714
H 1.008 3.485 -1.723 0.372
H 2.571 3.890 -1.809 0.287
O -0.949 -1.188 -0.713 -0.397
H -1.168 -0.678 -1.461 0.245
O -0.506 3.962 1.412 -0.786
H 0.111 4.271 0.803 0.282
H 0.010 3.146 1.783 0.358
O 2.603 -0.473 -3.383 -0.623
H 2.491 -1.421 -3.419 0.370
H 3.385 -0.542 -2.847 0.219
O 0.707 -4.342 0.456 -0.655
H 0.704 -3.426 0.671 0.386
H 1.331 -4.846 1.056 0.282
O 0.759 0.006 -5.127 -0.631
H 1.430 -0.700 -5.019 0.312
H 0.526 0.502 -4.371 0.344
O 0.884 1.862 2.189 -0.859
H 0.991 1.307 1.350 0.417
H 1.407 -0.812 0.878 0.203
```

---

Quick ranking, most stable first: i), ii).